1.
{"formula": "C22H14Br2N4O3Ti", "method": "ωB97M-V/def2-TZVPD", "homo_ev": [-5.69, -5.58], "gap_ev": [5.34, 5.20], "total_charge": 0, "multiplicity": 1, "e_above_lowest_kcal_mol": 1.4, "symbols": ["Ti", "O", "C", "N", "C", "O", "C", "C", "C", "C", "C", "N", "C", "C", "C", "C", "C", "N", "H", "H", "H", "H", "H", "H", "H", "H", "C", "C", "C", "C", "C", "C", "Br", "C", "C", "Br", "C", "O", "C", "N", "H", "H", "H", "H", "H", "H"], "coordinates": [[-0.46301, -0.07796, 0.09531], [1.01972, -3.69807, 1.03661], [0.27297, -2.77560, 0.80406], [0.13347, -1.56430, 1.41602], [0.76722, -1.19701, 2.56920], [1.44469, -1.84999, 3.32754], [0.50696, 0.28088, 2.87078], [1.17837, 0.88978, 3.91466], [0.92136, 2.22592, 4.17445], [0.00579, 2.90459, 3.38498], [-0.60801, 2.22407, 2.34818], [-0.36234, 0.93860, 2.08756], [-0.73474, -2.89919, -0.34981], [-0.90542, -4.12197, -0.98203], [-1.91089, -4.24813, -1.92116], [-2.71464, -3.15593, -2.20982], [-2.45633, -1.96277, -1.56192], [-1.48634, -1.83377, -0.65631], [1.88180, 0.30088, 4.48564], [1.43384, 2.73698, 4.97923], [-0.21866, 3.94869, 3.55079], [-1.30326, 2.72252, 1.68255], [-0.25034, -4.93507, -0.70362], [-2.07405, -5.19310, -2.42345], [-3.51503, -3.21566, -2.93297], [-3.02208, -1.06587, -1.78207], [-3.39009, 1.80604, -0.66467], [-2.10587, 2.51786, -0.96540], [-2.06725, 3.89051, -1.25888], [-0.87590, 4.52546, -1.48153], [0.32437, 3.77731, -1.44564], [1.62476, 4.29928, -1.63426], [1.86862, 6.15097, -1.96019], [2.72309, 3.48982, -1.57532], [2.58439, 2.11524, -1.34046], [4.12335, 1.02778, -1.27501], [1.34579, 1.52653, -1.16871], [1.15243, 0.24184, -0.95069], [0.20657, 2.39471, -1.19666], [-0.99836, 1.78639, -0.91531], [-4.18185, 2.50213, -0.39481], [-3.24962, 1.10140, 0.16261], [-3.72846, 1.23354, -1.53307], [-2.99585, 4.44607, -1.28626], [-0.84042, 5.58672, -1.68287], [3.71249, 3.90236, -1.71392]]}

2.
{"formula": "C22H14Cl4N2O4Rh", "method": "ωB97M-V/def2-TZVPD", "homo_ev": [-3.60, -3.52], "gap_ev": [5.12, 4.77], "total_charge": -1, "multiplicity": 1, "symbols": ["Rh", "O", "C", "C", "C", "C", "C", "C", "C", "N", "C", "C", "N", "C", "C", "C", "C", "C", "C", "C", "O", "H", "H", "H", "H", "H", "H", "H", "H", "H", "H", "H", "H", "H", "H", "Cl", "C", "C", "Cl", "C", "Cl", "C", "O", "C", "O", "C", "Cl"], "coordinates": [[-0.11060, 0.28109, -0.27241], [-1.21990, -1.16211, 1.04729], [-0.94970, -2.40561, 1.05069], [-0.97230, -3.11401, 2.28519], [-0.74740, -4.46311, 2.35569], [-0.46970, -5.19791, 1.20229], [-0.43730, -4.55831, -0.01491], [-0.67530, -3.18091, -0.13571], [-0.65360, -2.54681, -1.41201], [-0.83320, -1.27911, -1.56801], [-0.95130, -0.64181, -2.85041], [-1.89240, 0.55549, -2.64911], [-1.50540, 1.28589, -1.45891], [-2.40200, 2.07159, -0.92271], [-2.23120, 2.92039, 0.20069], [-3.27080, 3.80279, 0.54359], [-3.18550, 4.64689, 1.62199], [-2.04490, 4.61759, 2.43059], [-1.01410, 3.76289, 2.14249], [-1.04360, 2.89579, 1.01749], [-0.03200, 2.15459, 0.78219], [-1.19740, -2.53631, 3.16869], [-0.78340, -4.96591, 3.31209], [-0.28100, -6.25871, 1.27419], [-0.23170, -5.12911, -0.91051], [-0.49700, -3.18241, -2.29321], [-1.35090, -1.32531, -3.61441], [0.03190, -0.27351, -3.16971], [-2.92720, 0.18999, -2.55831], [-1.84030, 1.23039, -3.51231], [-3.40140, 2.08409, -1.37291], [-4.15570, 3.81819, -0.08181], [-3.98710, 5.33649, 1.84669], [-1.97590, 5.27749, 3.28619], [-0.12830, 3.73529, 2.76009], [6.79980, 0.57239, -1.70511], [5.28680, 0.32009, -0.93031], [5.24220, 0.06819, 0.44339], [6.70920, 0.00819, 1.33759], [4.02620, -0.13261, 1.07289], [3.95550, -0.40761, 2.76859], [2.80110, -0.10591, 0.36569], [1.67960, -0.33331, 0.89829], [2.84620, 0.19929, -1.06831], [1.74820, 0.28619, -1.69601], [4.11120, 0.37879, -1.66151], [4.16140, 0.70049, -3.35591]]}

3.
{"formula": "C22H15Br2N5O5RuS2", "method": "ωB97M-V/def2-TZVPD", "homo_ev": [-5.23, -5.17], "gap_ev": [6.53, 6.40], "total_charge": -1, "multiplicity": 2, "e_above_lowest_kcal_mol": 0.0, "s2": 0.759, "symbols": ["Ru", "S", "C", "N", "N", "C", "C", "C", "C", "C", "C", "N", "N", "C", "C", "C", "C", "C", "C", "H", "H", "H", "H", "H", "H", "H", "H", "H", "H", "H", "Br", "C", "C", "C", "Br", "C", "C", "C", "C", "N", "C", "C", "O", "H", "H", "H", "H", "O", "S", "O", "O", "O"], "coordinates": [[1.08457, -1.55348, -1.38026], [-0.69948, -2.93420, -1.49698], [-1.94159, -1.70341, -1.31965], [-3.16698, -1.99979, -1.11694], [-4.07989, -0.96634, -0.98061], [-4.01702, 0.02178, -0.00449], [-5.00541, 1.01256, 0.00044], [-4.99717, 2.01235, 0.95736], [-4.00601, 2.05914, 1.92989], [-3.03097, 1.07212, 1.93288], [-3.03231, 0.06046, 0.98687], [-1.57925, -0.32327, -1.44483], [-0.35918, -0.08470, -1.49796], [-0.05717, 1.31585, -1.65927], [-0.94367, 2.28408, -1.19766], [-0.61288, 3.61805, -1.35742], [0.57669, 3.97492, -1.98365], [1.44075, 2.99678, -2.44972], [1.13296, 1.65326, -2.28398], [-5.00981, -1.29768, -1.17350], [-5.76576, 1.00216, -0.77161], [-5.76878, 2.77200, 0.93098], [-3.99163, 2.85029, 2.66721], [-2.24923, 1.08521, 2.68284], [-2.26268, -0.69447, 1.01759], [-1.86032, 1.99198, -0.70437], [-1.28581, 4.38103, -0.98753], [0.82833, 5.02133, -2.10324], [2.36524, 3.26901, -2.94107], [1.80281, 0.88551, -2.64144], [5.64875, 0.71582, -0.44704], [4.42987, -0.09215, 0.74765], [4.78833, -0.22605, 2.08919], [3.92578, -0.76813, 3.00546], [4.46464, -0.90802, 4.82040], [2.64998, -1.22337, 2.60013], [1.67825, -1.79206, 3.45221], [0.48176, -2.20645, 2.93746], [0.24263, -2.07849, 1.56122], [1.12424, -1.54182, 0.74276], [2.31880, -1.09968, 1.23678], [3.18922, -0.49971, 0.25744], [2.76709, -0.36108, -0.94031], [5.76678, 0.11503, 2.39864], [1.90299, -1.89868, 4.50457], [-0.28089, -2.65364, 3.55894], [-0.66465, -2.46399, 1.11795], [3.77448, -2.89503, -3.67901], [2.46603, -3.04272, -3.11443], [2.49440, -3.04570, -1.57708], [1.65712, -1.69117, -3.26484], [1.66604, -4.12546, -3.61794]]}

4.
{"formula": "C22H15BrCsN3O2", "method": "ωB97M-V/def2-TZVPD", "homo_ev": -8.35, "gap_ev": 7.73, "total_charge": 0, "multiplicity": 1, "e_above_lowest_kcal_mol": 10.8, "symbols": ["Cs", "Br", "C", "C", "C", "C", "C", "C", "N", "C", "C", "C", "C", "C", "C", "N", "H", "H", "H", "H", "H", "H", "H", "H", "H", "O", "C", "O", "C", "C", "C", "C", "C", "C", "C", "C", "C", "N", "H", "H", "H", "H", "H", "H"], "coordinates": [[1.54631, 0.73011, -2.79064], [-6.24025, -2.91253, -2.09067], [-4.86994, -1.63045, -1.86054], [-5.19401, -0.36190, -1.40799], [-4.18942, 0.57779, -1.23616], [-2.86345, 0.25708, -1.51678], [-2.56727, -1.01275, -1.99957], [-3.56091, -1.96558, -2.16062], [-1.77826, 1.15588, -1.35878], [-1.82484, 2.01932, -0.43863], [-0.75429, 3.01250, -0.17026], [-1.01035, 4.01720, 0.75271], [-0.01589, 4.94176, 1.03638], [1.20495, 4.81460, 0.40302], [1.37393, 3.77017, -0.49769], [0.42041, 2.89394, -0.79348], [-6.22365, -0.10567, -1.19803], [-4.45593, 1.57624, -0.91232], [-1.53646, -1.25662, -2.22465], [-3.31959, -2.95697, -2.51975], [-2.66951, 2.07312, 0.25843], [-1.97516, 4.06818, 1.24186], [-0.19042, 5.73821, 1.74837], [2.02031, 5.49624, 0.60461], [2.33159, 3.62288, -0.98900], [4.20165, 0.85704, -1.46463], [3.80868, -0.30021, -1.70100], [3.47797, -0.77991, -2.81376], [3.48382, -1.15027, -0.48160], [4.47883, -1.76754, 0.31650], [4.09443, -2.46639, 1.41520], [2.72058, -2.54605, 1.75341], [2.24241, -3.23723, 2.89238], [0.90731, -3.27089, 3.17472], [-0.01324, -2.61252, 2.32602], [0.42296, -1.93993, 1.21989], [1.80337, -1.89194, 0.90670], [2.20298, -1.21115, -0.20849], [5.51911, -1.66927, 0.03633], [4.82393, -2.96146, 2.04630], [2.95347, -3.73890, 3.53949], [0.54789, -3.79994, 4.04832], [-1.07036, -2.64677, 2.55899], [-0.26369, -1.42940, 0.55542]]}

5.
{"formula": "C22H15CdO5P", "method": "ωB97M-V/def2-TZVPD", "homo_ev": -14.25, "gap_ev": 5.79, "total_charge": 2, "multiplicity": 1, "symbols": ["O", "C", "Cd", "O", "C", "C", "O", "C", "O", "O", "P", "C", "C", "C", "C", "C", "C", "C", "C", "C", "C", "C", "C", "C", "C", "C", "C", "C", "C", "H", "H", "H", "H", "H", "H", "H", "H", "H", "H", "H", "H", "H", "H", "H"], "coordinates": [[-3.91924, -1.14262, -2.59520], [-2.79877, -1.30930, -2.82073], [-0.74737, -1.84465, -3.17624], [-1.44266, -1.85244, -6.62410], [-1.27066, -2.06528, -5.51187], [-1.49690, -4.09814, -2.10224], [-1.75222, -4.79796, -1.23951], [1.17579, -2.74074, -3.39635], [2.22207, -3.21350, -3.35163], [0.87142, -0.94877, -1.21618], [0.47013, -0.10555, -0.00669], [-0.20569, 1.46432, -0.64838], [0.40280, 2.68112, -0.27233], [-0.00518, 3.90101, -0.82435], [-1.04091, 3.92243, -1.76815], [-1.60222, 2.71937, -2.20790], [-1.24392, 1.51099, -1.60421], [-0.58279, -1.07093, 1.11836], [-1.90166, -1.46960, 0.79941], [-2.71123, -2.09110, 1.75836], [-2.24832, -2.29002, 3.06897], [-0.92410, -1.97523, 3.37697], [-0.09455, -1.44950, 2.38177], [1.80647, 0.47083, 1.09332], [1.54887, 1.14320, 2.30890], [2.59394, 1.69594, 3.05533], [3.90976, 1.59650, 2.56462], [4.16842, 0.90855, 1.38334], [3.12924, 0.30851, 0.66546], [1.16938, 2.70901, 0.48857], [0.46660, 4.82094, -0.48780], [-1.44831, 4.88935, -2.10409], [-2.34563, 2.74220, -3.00711], [-1.80286, 0.60000, -1.87234], [-2.31009, -1.26862, -0.20449], [-3.72847, -2.39047, 1.49441], [-2.91548, -2.63399, 3.85345], [-0.53528, -2.09941, 4.39714], [0.95401, -1.27847, 2.64622], [0.53073, 1.22679, 2.69881], [2.40396, 2.20160, 4.00165], [4.72397, 2.07962, 3.11023], [5.19076, 0.83822, 0.99657], [3.33620, -0.29424, -0.22001]]}

| no. | E_tot (eV) |
| --- | --- |
| 1 | -198347.0928 |
| 2 | -87309.8885 |
| 3 | -205085.8108 |
| 4 | -102214.0158 |
| 5 | -47130.3217 |